1.
Below is C2H9N2S2 as an isolated structure, with properties calculated with wB97M-V/def2-TZVPD.

Cartesian coordinates (Å):
C 0.6923 0.8352 -0.9471
C 1.5761 -0.2018 -0.3587
N -1.3395 -0.2257 0.3916
N 0.9792 -0.3292 1.0647
S -2.6909 0.7987 0.2872
S -1.5458 -1.7383 -0.2699
H 0.1590 1.5289 -0.3489
H 0.3957 0.7443 -2.0037
H 2.6655 0.0729 -0.4512
H 1.4652 -1.1486 -0.9069
H 1.1282 -1.2747 1.4300
H -0.2534 -0.0599 0.7830
H 1.3926 0.3471 1.6878
H -2.2209 2.0297 0.8398
H -2.4034 -1.3786 -1.1977

## Properties
* lowest unoccupied orbital energy (spin up / spin down): -5.93 / -3.93 eV
* net charge: +1
* M: 125.2 g mol⁻¹
* strongest force on any atom: 2.811 eV Å⁻¹

***

2.
Below is a 2-piece molecular cluster, C4H11N2 overall, with properties calculated with wB97M-V/def2-TZVPD.

Cartesian coordinates (Å):
C 1.3242 -1.6013 0.5335
N 2.7457 -0.9868 0.6257
H 1.5423 -2.5833 1.0315
H 1.2384 -1.6678 -0.6092
H 2.8703 -0.5349 1.5359
H 3.4128 -1.7598 0.6438
N -1.4464 -0.7140 0.4842
C -1.6920 0.2779 -0.5729
C -0.9468 2.7015 -0.4526
C -0.6372 1.3984 -0.5438
H -1.8984 -1.5827 0.1772
H -0.3843 -0.9363 0.4943
H -2.7162 0.7087 -0.4582
H -1.6324 -0.2412 -1.5796
H -0.1971 3.4885 -0.3912
H -2.0158 2.9993 -0.4581
H 0.4330 1.0338 -0.4604

## Properties
* lowest unoccupied orbital energy (spin up / spin down): 0.94 / -1.06 eV
* spin multiplicity: 2
* expectation value of S²: 0.7540
* M: 87.1 g mol⁻¹
* strongest force on any atom: 5.947 eV Å⁻¹

***

3.
Below is C45H35ClN8O7S2SeSiTa as an isolated structure, with properties calculated with wB97M-V/def2-TZVPD.

Cartesian coordinates (Å):
Ta 1.1875 1.1725 0.1407
C -3.3209 1.4009 -0.4374
C -3.5525 2.6033 0.1056
C -2.4720 3.4769 0.4376
C -1.2118 3.0552 0.1691
N -0.8819 1.7671 -0.2363
C -1.9459 0.8363 -0.5718
N -0.2522 4.0985 0.1922
C 0.8586 4.0086 -0.4111
N 1.4029 2.8891 -1.0773
C 2.3917 3.3446 -1.9472
N 2.9138 2.7902 -2.9630
C 2.3388 1.6958 -3.6235
C 3.1861 0.8551 -4.3541
C 2.6361 -0.1715 -5.0842
C 1.2521 -0.3328 -5.0973
C 0.4976 0.5611 -4.3611
N 1.0168 1.5505 -3.6310
C 2.7099 4.7519 -1.5652
C 3.6732 5.6177 -2.0521
C 3.6581 6.9213 -1.5759
C 2.6849 7.3416 -0.6592
C 1.7130 6.4651 -0.1949
C 1.7602 5.1629 -0.6601
H -4.1453 0.7674 -0.7343
H -4.5755 2.9335 0.2505
H -2.6170 4.5023 0.7402
H -1.7500 0.4416 -1.5706
H 4.2531 1.0191 -4.3005
H 3.2759 -0.8446 -5.6430
H 0.7757 -1.1252 -5.6591
H -0.5862 0.4830 -4.3457
H 4.4077 5.2745 -2.7699
H 4.3983 7.6304 -1.9273
H 2.6917 8.3681 -0.3126
H 0.9500 6.7704 0.5104
O 2.0980 -0.3223 1.4160
Cl 0.6654 -0.9094 1.3624
O 0.0771 -0.8558 2.6761
O 0.7071 1.9800 1.7679
O 0.7569 -2.2668 0.8887
N 6.3492 -3.7766 2.7288
C 5.8116 -2.8494 1.8415
C 5.3927 -1.5978 2.2988
C 4.9111 -0.6550 1.4172
C 4.8313 -0.9549 0.0591
C 5.2524 -2.1941 -0.4083
C 5.7370 -3.1375 0.4794
S 4.2702 0.2627 -1.0621
O 4.5542 1.5443 -0.4911
O 4.8073 -0.0773 -2.3534
N 2.6205 0.2084 -1.1458
C 1.8456 -0.8155 -1.6769
S 2.4132 -2.2384 -2.4340
C 0.7620 -2.7457 -2.5599
C -0.0671 -1.8169 -2.0416
N 0.5457 -0.6723 -1.5581
H 6.0909 -3.6618 3.6941
H 6.3392 -4.7348 2.4239
H 5.4341 -1.3724 3.3586
H 4.5803 0.3126 1.7733
H 5.2133 -2.4093 -1.4673
H 6.0638 -4.1058 0.1168
H 0.5019 -3.6934 -3.0033
H -1.1436 -1.8932 -1.9880
Se 2.4728 2.5533 1.8962
O -1.8535 -0.3945 0.2676
Si -3.0430 -1.1779 1.1190
C -2.3573 -2.7857 1.7600
C -2.1288 -3.0176 3.1165
C -1.6045 -4.2272 3.5600
C -1.2938 -5.2225 2.6455
C -1.5204 -5.0129 1.2894
C -2.0557 -3.8091 0.8571
C -3.6155 -0.1475 2.5557
C -2.8658 0.9878 2.8761
C -3.1872 1.7752 3.9739
C -4.2692 1.4413 4.7759
C -5.0272 0.3151 4.4774
C -4.6983 -0.4715 3.3802
C -4.3998 -1.7667 -0.0526
C -5.5067 -2.4640 0.4454
C -6.5089 -2.9298 -0.3960
C -6.4162 -2.7306 -1.7676
C -5.3053 -2.0847 -2.2906
C -4.3148 -1.6115 -1.4385
H -2.3406 -2.2335 3.8357
H -1.4244 -4.3842 4.6165
H -0.8760 -6.1623 2.9868
H -1.2762 -5.7868 0.5716
H -2.2401 -3.6638 -0.2032
H -2.0104 1.2644 2.2704
H -2.5841 2.6471 4.1952
H -4.5188 2.0518 5.6356
H -5.8726 0.0464 5.0993
H -5.3028 -1.3485 3.1777
H -5.5790 -2.6835 1.5055
H -7.3598 -3.4555 0.0202
H -7.1983 -3.0889 -2.4252
H -5.2106 -1.9411 -3.3601
H -3.4507 -1.1141 -1.8698

## Properties
* lowest unoccupied orbital energy: 2.14 eV
* net charge: -1
* M: 1187.4 g mol⁻¹
* strongest force on any atom: 2.787 eV Å⁻¹

***

4.
Below is C57H79AsBN11Ti as an isolated structure, with properties calculated with wB97M-V/def2-TZVPD.

Cartesian coordinates (Å):
Ti 0.3675 1.0568 -0.8624
C -3.3033 4.2492 -1.9115
C -3.0030 2.7452 -1.8633
C -4.2163 1.9461 -2.3458
C -2.6220 2.3606 -0.4709
C -3.4250 2.5202 0.6605
C -2.6169 2.2228 1.7373
C -2.9899 2.2384 3.1872
C -2.9054 0.8298 3.7778
C -4.3991 2.7895 3.3973
N -1.3956 1.8867 1.2502
N -1.4094 1.9458 -0.1026
B -0.0611 1.9531 2.0241
N 0.7249 3.1403 1.4276
N 0.8351 3.2524 0.0821
C 1.3391 4.4590 -0.1730
C 1.5844 5.1236 1.0316
C 1.1822 4.2645 2.0309
C 1.2594 4.6465 3.4811
C 1.9512 3.6128 4.3639
C -0.1090 5.0401 4.0440
C 1.5110 5.1691 -1.4853
C 2.9846 5.5140 -1.7375
C 0.9007 4.4489 -2.6840
N 0.7997 0.6790 1.8966
N 1.5220 0.4877 0.7595
C 2.5568 -0.3181 1.0644
C 2.4714 -0.6663 2.4159
C 1.3688 -0.0112 2.9221
C 0.9570 -0.0178 4.3637
C 0.2480 -1.3202 4.7416
C 2.1927 0.1647 5.2561
C 3.7669 -0.5837 0.2080
C 4.7510 -1.5156 0.9188
C 3.4576 -1.1507 -1.1774
H -3.5120 4.5579 -2.9343
H -2.4516 4.8174 -1.5435
H -4.1701 4.4898 -1.2989
H -2.1430 2.5503 -2.5098
H -5.1077 2.2244 -1.7861
H -4.0551 0.8803 -2.2040
H -4.3989 2.1411 -3.4025
H -4.4536 2.8148 0.6789
H -2.2895 2.8896 3.7212
H -3.6346 0.1874 3.2914
H -3.1205 0.8582 4.8445
H -1.9171 0.4086 3.6278
H -5.1300 2.1365 2.9274
H -4.4960 3.7882 2.9800
H -4.6191 2.8398 4.4619
H -0.3033 2.1608 3.1566
H 1.9731 6.1139 1.1612
H 1.8776 5.5533 3.4969
H 1.3499 2.7178 4.4507
H 2.1074 4.0249 5.3590
H 2.9183 3.3440 3.9439
H -0.7427 4.1686 4.1722
H -0.6077 5.7343 3.3709
H 0.0151 5.5226 5.0109
H 0.9745 6.1196 -1.3552
H 3.5732 4.6055 -1.8481
H 3.3946 6.0883 -0.9101
H 3.0821 6.1059 -2.6463
H 1.6289 3.7835 -3.1382
H 0.5892 5.1725 -3.4365
H 0.0383 3.8575 -2.3712
H 3.1362 -1.2980 2.9659
H 0.2673 0.8065 4.5525
H 0.8229 -2.1756 4.3979
H -0.7393 -1.3648 4.2958
H 0.1371 -1.3791 5.8222
H 2.7744 -0.7528 5.2941
H 1.8936 0.4193 6.2711
H 2.8283 0.9582 4.8744
H 4.2721 0.3785 0.0728
H 4.2714 -2.4668 1.1426
H 5.1150 -1.0707 1.8414
H 5.6033 -1.7034 0.2688
H 4.2148 -0.8290 -1.8917
H 3.4703 -2.2370 -1.1405
H 2.4776 -0.8088 -1.5180
N 3.4654 1.7905 -3.6354
C 4.2360 2.1909 -2.5554
C 3.4563 2.0696 -1.4481
N 2.2207 1.5977 -1.7700
C 2.2155 1.4743 -3.1259
C 1.0033 1.2422 -3.7537
N -0.1232 1.1183 -2.9932
C -1.1210 0.8260 -3.8820
C -0.6496 0.7834 -5.1542
N 0.7049 1.0455 -5.0888
H 3.7356 1.8362 -4.5997
H 5.2506 2.5124 -2.6816
H 3.7104 2.3362 -0.4380
H -2.1296 0.6532 -3.5639
H -1.1431 0.5983 -6.0856
H 1.3320 1.1210 -5.8667
C -4.6192 -6.3332 0.4786
C -3.4445 -5.4125 0.3214
C -2.8928 -4.7377 1.3963
C -1.8148 -3.8778 1.2379
C -1.2533 -3.2194 2.4640
C -1.2553 -3.6418 -0.0260
As 0.2913 -2.3127 -0.1170
N -0.4503 -0.8291 -0.9620
C -1.8411 -0.9393 -0.8909
C -2.4937 -0.7956 0.3432
C -3.8381 -1.0517 0.4934
C -4.5952 -1.4695 -0.5875
C -3.9828 -1.5998 -1.8213
C -2.6332 -1.3381 -1.9751
C 1.3563 -3.4238 -1.4528
C 2.0105 -4.5378 -0.9065
C 1.7948 -5.0107 0.5067
C 2.9120 -5.2727 -1.6693
C 3.1997 -4.9394 -2.9799
C 4.1959 -5.7037 -3.7993
C 2.5429 -3.8477 -3.5217
C 1.6433 -3.0941 -2.7848
C 1.0281 -1.9240 -3.4973
C -1.7990 -4.3434 -1.1078
C -1.2757 -4.2357 -2.5054
C -2.8694 -5.2085 -0.9197
H -4.9257 -6.3998 1.5196
H -4.3704 -7.3331 0.1229
H -5.4640 -5.9733 -0.1082
H -3.3144 -4.8811 2.3823
H -1.9138 -3.3590 3.3172
H -1.1139 -2.1554 2.2841
H -0.2788 -3.6458 2.7090
H -1.8930 -0.5029 1.1999
H -4.3008 -0.9563 1.4653
H -5.6391 -1.7139 -0.4571
H -4.5601 -1.9355 -2.6721
H -2.1759 -1.4877 -2.9431
H 1.2051 -4.2929 1.0749
H 2.7531 -5.1550 1.0044
H 1.2710 -5.9664 0.5055
H 3.4085 -6.1208 -1.2161
H 4.6317 -6.5167 -3.2242
H 4.9963 -5.0407 -4.1292
H 3.7197 -6.1195 -4.6868
H 2.7457 -3.5636 -4.5463
H 0.3847 -2.2655 -4.3098
H 1.8158 -1.3171 -3.9460
H 0.4475 -1.3016 -2.8159
H -0.8304 -3.2668 -2.6704
H -2.0790 -4.3840 -3.2243
H -0.5204 -5.0058 -2.6817
H -3.2706 -5.7333 -1.7778

## Properties
* lowest unoccupied orbital energy (spin up / spin down): 0.28 / 0.25 eV
* spin multiplicity: 3
* expectation value of S²: 2.0104
* M: 1051.9 g mol⁻¹
* strongest force on any atom: 2.010 eV Å⁻¹

***

5.
Below is C16H14BBrO2Tm as an isolated structure, with properties calculated with wB97M-V/def2-TZVPD.

Cartesian coordinates (Å):
C -0.6129 1.9352 -0.9105
C -0.6138 1.3482 0.3694
C 0.7831 0.9797 0.6306
H -1.3168 1.5300 1.1542
C 1.1402 0.4443 -0.7235
C 0.5662 1.4089 -1.6045
H 1.0468 1.7483 -2.5639
H -1.2502 2.7412 -1.2877
H 1.3411 1.9514 0.7293
H 2.0553 -0.1516 -0.9183
Tm -1.2890 -0.4172 -1.2620
Br -2.5922 -0.9853 0.8529
C -2.6420 -2.5523 -2.9078
C -1.9407 -1.9663 -3.9961
C -2.5496 -0.7128 -4.2821
H -1.1481 -2.4393 -4.5902
C -3.6240 -0.5315 -3.3681
C -3.6615 -1.6563 -2.5121
H -4.4102 -1.8486 -1.7662
H -2.5033 -3.5607 -2.5477
H -2.2935 -0.0486 -5.1236
H -4.3500 0.2750 -3.4087
O 0.6210 0.2757 3.0735
B 1.3234 0.2316 1.8875
O 2.3825 -0.6761 1.9614
C 2.4260 -1.1033 3.3205
C 3.5691 -1.4331 4.0292
C 3.6160 -1.1536 5.4060
C 2.5334 -0.5772 6.0538
C 1.3645 -0.2584 5.3480
C 1.3258 -0.5196 3.9916
H 4.4535 -1.8088 3.5062
H 4.5392 -1.3198 5.9565
H 2.5925 -0.3093 7.1038
H 0.5437 0.3205 5.7879

## Properties
* lowest unoccupied orbital energy (spin up / spin down): 2.79 / 2.79 eV
* spin multiplicity: 3
* expectation value of S²: 2.0032
* net charge: -1
* M: 497.9 g mol⁻¹
* strongest force on any atom: 2.579 eV Å⁻¹

***

6.
Below is an isolated molecule of C4H10N2O2, with properties calculated with wB97M-V/def2-TZVPD.

Cartesian coordinates (Å):
N -1.3719 0.3527 -2.5496
C -1.5075 0.4921 -1.1368
O -2.0671 1.5369 -0.7829
C -0.8503 -0.6278 -0.3342
C 0.4924 -0.0279 0.4187
N 0.2074 1.1293 1.2405
C 1.3228 -0.9359 1.2383
O 2.6750 -0.5236 1.2297
H -1.7210 1.0517 -3.1298
H -0.6991 -0.3200 -2.8005
H -1.6779 -1.0325 0.2855
H -0.1827 -1.4237 -0.7877
H 1.2182 0.2434 -0.4460
H -0.5289 1.7598 0.7648
H -0.2525 0.9729 2.1126
H 0.8881 -0.9946 2.2342
H 1.2650 -2.0090 0.8227
H 2.7901 0.3560 1.6205

## Properties
* SMILES: NC(=O)C[C@@H](N)CO
* lowest unoccupied orbital energy: 0.83 eV
* M: 118.1 g mol⁻¹
* strongest force on any atom: 4.258 eV Å⁻¹

***

In order of appearance, energy = -26859.5790 -7302.0756 -182455.1015 -161418.2143 -121164.3540 -11384.4620 eV.